one:
Formula: C33H88O11
Source: the OMol25 dataset
Level of theory: wB97M-V/def2-TZVPD

As for the orbital gap: 10.02 eV. Its structure (SMILES) is CC(C)O.CC(C)O.CC(C)O.CC(C)O.CC(C)O.CC(C)O.CC(C)O.CC(C)O.CC(C)O.CC(C)O.CC(C)O. For the HOMO energy, the calculation gives -0.3554 hartree.

Last column: Löwdin charge in e.
Positions of all 132 atoms, in Å:
C  -2.12  2.32  2.60  -0.04
C  -1.15  3.48  2.52  -0.49
C  -0.71  3.94  3.91  -0.04
O  -0.05  3.05  1.79  -0.08
H  -2.34  2.04  1.57  0.07
H  -3.05  2.68  3.04  0.09
H  -1.79  1.44  3.14  0.08
H  -1.60  4.26  1.92  0.14
H  0.15  4.61  3.78  0.07
H  -0.34  3.06  4.45  0.09
H  -1.44  4.46  4.52  0.08
H  0.52  3.81  1.62  0.06
C  5.45  -2.60  1.60  -0.06
C  5.21  -2.14  0.19  -0.49
C  3.77  -1.80  -0.12  -0.06
O  6.11  -1.06  -0.03  -0.04
H  5.28  -1.80  2.33  0.08
H  6.48  -2.90  1.66  0.07
H  4.85  -3.47  1.89  0.08
H  5.47  -2.93  -0.51  0.13
H  3.58  -1.53  -1.17  0.09
H  3.48  -1.02  0.56  0.05
H  3.13  -2.63  0.11  0.07
H  5.67  -0.27  0.26  0.05
C  0.12  -0.45  -5.96  -0.06
C  1.47  -0.88  -5.38  -0.45
C  1.31  -1.96  -4.31  -0.06
O  2.32  -1.42  -6.46  -0.06
H  -0.38  -1.37  -6.28  0.08
H  0.27  0.25  -6.80  0.09
H  -0.47  -0.03  -5.15  0.06
H  2.04  -0.07  -4.93  0.13
H  0.63  -1.60  -3.56  0.05
H  2.29  -2.08  -3.84  0.07
H  1.02  -2.94  -4.70  0.09
H  1.91  -1.16  -7.28  0.06
C  -2.18  3.91  -4.70  -0.05
C  -2.10  3.75  -3.19  -0.53
C  -2.53  5.02  -2.44  -0.05
O  -2.97  2.75  -2.76  -0.06
H  -1.41  4.55  -5.16  0.08
H  -3.21  4.28  -4.94  0.10
H  -2.07  2.90  -5.15  0.08
H  -1.07  3.45  -2.89  0.12
H  -2.60  4.75  -1.41  0.06
H  -3.54  5.28  -2.78  0.08
H  -1.82  5.84  -2.62  0.08
H  -2.84  1.96  -3.30  0.05
C  1.70  4.20  -1.02  -0.05
C  2.04  5.46  -0.28  -0.47
C  1.23  6.68  -0.81  -0.03
O  1.71  5.18  1.09  -0.07
H  2.16  3.28  -0.63  0.09
H  1.86  4.31  -2.09  0.08
H  0.60  4.10  -0.95  0.08
H  3.11  5.66  -0.35  0.14
H  1.35  7.53  -0.15  0.07
H  0.20  6.38  -0.92  0.06
H  1.64  6.95  -1.80  0.09
H  1.59  6.00  1.57  0.09
C  -3.46  -3.53  3.87  -0.04
C  -3.17  -3.45  2.35  -0.45
C  -3.49  -2.04  1.77  -0.03
O  -1.78  -3.61  2.20  -0.10
H  -2.74  -2.88  4.41  0.08
H  -3.35  -4.58  4.11  0.07
H  -4.43  -3.21  4.24  0.07
H  -3.58  -4.30  1.79  0.14
H  -2.99  -1.29  2.42  0.09
H  -4.57  -1.92  1.84  0.08
H  -3.23  -2.03  0.73  0.05
H  -1.33  -2.84  2.57  0.03
C  -0.45  -5.94  -0.21  -0.06
C  -1.58  -5.39  -1.07  -0.52
C  -2.84  -6.30  -1.04  -0.05
O  -1.83  -4.07  -0.72  -0.08
H  -0.12  -6.90  -0.65  0.09
H  -0.74  -6.04  0.85  0.09
H  0.43  -5.27  -0.20  0.08
H  -1.25  -5.35  -2.08  0.12
H  -3.65  -5.82  -1.62  0.08
H  -3.18  -6.53  -0.03  0.07
H  -2.61  -7.21  -1.60  0.07
H  -1.70  -3.95  0.25  0.05
C  0.19  -2.43  5.19  -0.06
C  0.59  -1.48  4.09  -0.49
C  1.74  -2.11  3.27  -0.05
O  -0.49  -1.40  3.23  -0.08
H  -0.16  -3.40  4.81  0.09
H  -0.55  -1.93  5.79  0.08
H  1.03  -2.63  5.82  0.07
H  0.88  -0.52  4.57  0.14
H  1.98  -1.51  2.39  0.05
H  1.52  -3.18  3.00  0.11
H  2.60  -2.12  3.93  0.07
H  -0.30  -0.74  2.56  0.05
C  -4.75  -0.67  -2.68  -0.04
C  -3.28  -0.88  -2.97  -0.49
C  -2.95  -2.33  -3.41  -0.02
O  -2.85  0.02  -3.96  -0.09
H  -5.36  -1.10  -3.48  0.08
H  -4.94  0.39  -2.79  0.07
H  -5.12  -1.09  -1.73  0.09
H  -2.68  -0.52  -2.15  0.10
H  -3.52  -2.58  -4.33  0.09
H  -3.11  -3.06  -2.61  0.07
H  -1.91  -2.34  -3.73  0.06
H  -3.12  -0.32  -4.84  0.11
C  0.10  -1.30  -0.34  -0.04
C  0.24  0.21  -0.19  -0.40
C  -0.98  0.96  -0.78  -0.04
O  0.26  0.41  1.25  -0.12
H  0.05  -1.65  -1.40  0.08
H  -0.73  -1.83  0.14  0.06
H  1.01  -1.75  0.07  0.06
H  1.22  0.41  -0.64  0.13
H  -1.88  0.37  -0.54  0.08
H  -0.91  1.03  -1.87  0.07
H  -1.20  1.96  -0.39  0.06
H  0.21  1.39  1.53  0.07
C  3.85  1.40  2.27  -0.05
C  4.20  2.59  3.13  -0.51
C  3.21  2.89  4.22  -0.04
O  5.51  2.38  3.60  -0.05
H  3.09  1.57  1.49  0.08
H  3.49  0.59  2.88  0.07
H  4.81  1.10  1.82  0.07
H  4.35  3.46  2.46  0.14
H  2.34  3.43  3.83  0.06
H  3.74  3.45  4.97  0.08
H  2.84  1.96  4.67  0.08
H  5.47  1.90  4.43  0.09



two:
Formula: C33H88O11
Source: the OMol25 dataset
Level of theory: wB97M-V/def2-TZVPD

As for the orbital gap: 8.42 eV. For the HOMO energy, the calculation gives -0.2976 hartree.

Last column: Löwdin charge in e.
Positions of all 132 atoms, in Å:
C  -2.69  4.46  -0.66  -0.05
C  -1.37  4.51  -1.40  -0.41
C  -0.28  3.74  -0.62  -0.05
O  -1.55  3.85  -2.65  -0.13
H  -3.39  5.18  -1.07  0.08
H  -2.59  4.69  0.40  0.07
H  -3.09  3.44  -0.62  0.07
H  -1.16  5.56  -1.57  0.14
H  -0.47  2.68  -0.76  0.02
H  -0.34  3.92  0.46  0.10
H  0.76  3.97  -0.87  0.03
H  -0.71  3.43  -2.81  -0.09
C  -3.18  1.68  1.84  -0.03
C  -3.95  0.49  2.36  -0.52
C  -4.25  0.60  3.86  -0.05
O  -5.14  0.17  1.69  -0.02
H  -3.81  2.56  1.92  0.10
H  -2.97  1.49  0.79  0.07
H  -2.22  1.82  2.35  0.05
H  -3.42  -0.46  2.30  0.06
H  -5.14  1.17  4.11  0.09
H  -3.40  1.01  4.40  0.04
H  -4.40  -0.42  4.23  0.08
H  -5.46  -0.69  1.97  0.09
C  0.66  0.22  1.51  -0.07
C  -0.50  -0.02  0.58  -0.29
C  -0.56  0.84  -0.71  -0.02
O  -0.52  -1.38  0.21  0.00
H  0.54  -0.30  2.46  0.04
H  0.68  1.26  1.82  0.11
H  1.61  -0.02  1.04  0.07
H  -1.43  0.15  1.12  0.11
H  -0.90  0.24  -1.55  0.08
H  0.45  1.20  -0.91  0.05
H  -1.17  1.73  -0.54  0.07
H  -0.67  -1.88  1.02  0.08
C  0.05  1.44  -3.32  -0.10
C  0.04  2.69  -4.22  -0.33
C  -1.22  3.03  -5.04  -0.01
O  0.40  3.79  -3.32  -0.06
H  0.06  0.57  -3.98  0.02
H  -0.87  1.41  -2.73  0.10
H  0.94  1.38  -2.70  0.01
H  0.88  2.63  -4.91  0.14
H  -0.96  3.88  -5.67  0.09
H  -1.91  3.39  -4.29  0.06
H  -1.69  2.22  -5.60  0.09
H  1.35  3.74  -3.24  0.11
C  1.72  0.04  -2.16  -0.08
C  2.55  -1.21  -2.62  -0.35
C  2.50  -1.33  -4.10  -0.06
O  3.93  -0.99  -2.26  -0.06
H  1.78  0.26  -1.09  0.07
H  0.67  -0.07  -2.46  0.02
H  2.10  0.94  -2.62  0.07
H  2.09  -2.11  -2.22  0.11
H  2.96  -0.61  -4.78  0.10
H  1.50  -1.38  -4.53  0.05
H  2.94  -2.31  -4.32  0.10
H  4.19  -0.07  -2.35  0.05
C  1.65  -2.17  2.58  -0.10
C  2.53  -1.14  3.18  -0.41
C  3.66  -0.53  2.28  0.00
O  1.70  -0.16  3.69  -0.12
H  2.22  -3.04  2.25  0.10
H  1.06  -1.99  1.68  0.00
H  0.91  -2.67  3.21  0.11
H  3.01  -1.63  4.03  0.14
H  3.96  0.48  2.57  0.09
H  3.31  -0.47  1.25  0.04
H  4.50  -1.22  2.29  0.10
H  2.10  0.71  3.55  0.12
C  -0.86  1.23  4.00  -0.04
C  -0.62  0.48  5.35  -0.42
C  -1.78  0.50  6.38  -0.03
O  -0.29  -0.88  5.20  -0.11
H  -0.09  0.98  3.27  0.03
H  -0.77  2.31  4.12  0.11
H  -1.85  0.98  3.65  0.02
H  0.27  0.96  5.77  0.12
H  -1.70  -0.18  7.23  0.08
H  -2.72  0.15  5.95  0.05
H  -1.85  1.50  6.80  0.08
H  0.31  -1.02  4.46  0.04
C  -1.77  -1.66  3.31  -0.01
C  -1.89  -2.95  2.47  -0.43
C  -2.76  -2.72  1.19  0.01
O  -0.68  -3.48  2.15  -0.07
H  -1.47  -1.83  4.34  0.09
H  -2.74  -1.18  3.48  0.06
H  -1.17  -1.00  2.68  0.07
H  -2.34  -3.71  3.10  0.14
H  -3.28  -3.64  0.91  0.09
H  -2.15  -2.45  0.33  0.08
H  -3.56  -1.98  1.20  0.07
H  -0.90  -4.40  2.02  0.14
C  2.60  2.85  -1.03  -0.03
C  3.04  1.94  0.11  -0.50
C  4.26  1.09  -0.39  -0.02
O  3.46  2.50  1.27  -0.02
H  1.61  3.28  -0.90  0.01
H  2.68  2.28  -1.95  0.07
H  3.38  3.62  -0.96  0.11
H  2.18  1.28  0.27  0.07
H  4.11  0.47  -1.27  0.03
H  4.42  0.35  0.39  0.05
H  5.13  1.74  -0.40  0.10
H  4.29  2.98  1.26  0.11
C  -0.37  -2.96  -5.45  -0.03
C  -0.23  -2.55  -3.97  -0.50
C  -0.72  -1.10  -3.71  -0.02
O  -0.85  -3.31  -2.99  -0.07
H  -1.45  -3.01  -5.63  0.08
H  0.06  -3.96  -5.53  0.08
H  0.14  -2.31  -6.15  0.08
H  0.84  -2.66  -3.85  0.05
H  -0.67  -0.90  -2.64  0.06
H  -1.69  -1.00  -4.20  0.12
H  -0.08  -0.34  -4.16  0.01
H  -0.60  -2.90  -2.16  -0.24
C  1.07  -4.24  -1.88  -0.04
C  0.41  -3.50  -0.78  -0.41
C  1.29  -3.14  0.36  -0.07
O  -0.21  -2.42  -1.31  0.01
H  0.76  -5.28  -1.77  0.10
H  2.13  -4.41  -1.66  0.08
H  1.12  -3.92  -2.92  0.08
H  -0.37  -4.14  -0.37  0.15
H  0.65  -2.81  1.18  0.00
H  1.90  -2.28  0.10  0.12
H  1.95  -3.93  0.71  0.12
H  -0.14  -1.67  -0.72  -0.16



In terms of stability, one leads; the second structure lies 609.1 kcal/mol higher.



one:
Formula: C3H12N3OPS
Source: the OMol25 dataset
Level of theory: wB97M-V/def2-TZVPD

As for the orbital gap (spin up / spin down): 8.03 / 6.69 eV. For the HOMO energy (spin up / spin down), the calculation gives -0.2904 / -0.2795 hartree.

Last column: Löwdin charge in e.
Positions of all 21 atoms, in Å:
C  0.51  -2.59  0.02  -0.18
C  2.91  1.35  0.72  -0.18
C  -3.36  0.71  -1.12  -0.37
N  1.20  -1.41  0.45  -0.22
N  2.02  0.95  -0.35  -0.24
N  -2.22  0.89  1.39  -0.45
O  -0.16  -0.03  -1.32  -0.39
P  0.56  0.11  -0.04  0.67
S  -3.07  -0.09  0.50  0.74
H  1.19  -3.45  0.10  0.08
H  -0.40  -2.81  0.59  0.07
H  0.23  -2.46  -1.03  0.07
H  2.56  2.23  1.26  0.07
H  3.00  0.52  1.42  0.06
H  3.89  1.56  0.30  0.08
H  -4.04  0.07  -1.67  0.03
H  -2.40  0.78  -1.63  0.00
H  -3.80  1.69  -0.96  0.03
H  1.44  -1.45  1.44  0.07
H  1.87  1.67  -1.04  0.08
H  -1.93  1.76  0.95  -0.03



two:
Formula: C3H12N3OPS
Source: the OMol25 dataset
Level of theory: wB97M-V/def2-TZVPD

As for the orbital gap: 9.14 eV. For the HOMO energy, the calculation gives -0.3017 hartree.

Last column: Löwdin charge in e.
Positions of all 21 atoms, in Å:
C  -3.58  0.46  0.56  -0.11
C  -3.08  -0.44  -1.59  -0.07
C  2.76  0.55  1.26  -0.16
N  3.68  0.11  -1.08  -0.05
N  -2.69  0.08  -0.52  -0.12
N  2.67  0.52  -0.19  -0.53
O  0.16  0.74  -0.20  -0.38
P  1.30  -0.13  -0.95  0.62
S  1.04  -2.09  0.17  0.28
H  -4.49  -0.02  0.27  0.06
H  -3.30  0.11  1.55  0.08
H  -3.54  1.46  0.76  0.05
H  1.48  -2.77  -0.92  -0.24
H  -4.25  -0.54  -1.73  0.10
H  -2.29  -0.85  -2.32  0.09
H  3.61  1.36  1.40  0.11
H  1.75  0.94  1.52  0.08
H  3.13  -0.33  1.82  0.06
H  4.26  0.82  -1.51  0.07
H  4.26  -0.49  -0.51  0.07
H  -0.65  0.88  -0.68  -0.02



In terms of stability, one leads; the second structure lies 12.8 kcal/mol higher.



one:
Formula: C4H9NO4
Source: the OMol25 dataset
Level of theory: wB97M-V/def2-TZVPD

As for the orbital gap: 8.47 eV. For the HOMO energy, the calculation gives -0.2969 hartree.

Last column: Löwdin charge in e.
Positions of all 18 atoms, in Å:
C  0.52  -0.60  -0.25  -0.37
C  0.25  0.60  0.49  -0.25
C  0.73  -0.66  -1.71  0.02
C  -1.71  0.41  -0.10  -0.39
N  0.04  0.41  1.89  0.06
O  2.21  0.39  0.51  -0.22
O  0.35  -1.75  0.37  0.13
O  -1.97  0.68  -1.40  0.06
O  -2.58  0.31  0.73  0.05
H  0.26  -1.51  1.33  0.13
H  2.42  -0.11  1.31  0.00
H  -2.93  0.78  -1.52  0.12
H  0.37  1.56  0.01  0.14
H  0.59  1.07  2.42  0.10
H  -0.95  0.49  2.14  0.08
H  1.74  -1.05  -1.88  0.11
H  0.01  -1.33  -2.18  0.10
H  0.66  0.33  -2.16  0.10



two:
Formula: C4H9NO4
Source: the OMol25 dataset
Level of theory: wB97M-V/def2-TZVPD

As for the orbital gap (spin up / spin down): 7.35 / 7.60 eV. For the HOMO energy (spin up / spin down), the calculation gives -0.3533 / -0.3642 hartree.

Last column: Löwdin charge in e.
Positions of all 18 atoms, in Å:
C  0.30  1.97  -1.54  -0.03
C  0.25  0.51  -1.96  -0.63
C  1.47  0.04  -2.73  -0.04
C  0.08  -0.32  -0.55  -0.29
O  -1.01  0.14  -0.02  0.07
O  -0.84  -2.54  2.61  0.06
N  -0.73  -1.37  3.01  -0.13
O  -0.61  -0.88  4.14  0.07
O  -0.88  0.18  -2.72  -0.03
H  1.20  2.07  -0.94  0.09
H  0.35  2.68  -2.36  0.09
H  -0.57  2.20  -0.92  0.09
H  2.40  0.26  -2.17  0.09
H  1.34  -1.05  -2.90  0.09
H  1.46  0.54  -3.71  0.09
H  0.08  -1.38  -0.78  0.15
H  1.03  -0.05  -0.11  0.14
H  -1.36  -0.50  -2.15  0.12



In terms of stability, one leads; the second structure lies 82.9 kcal/mol higher.



one:
Formula: CH3BrS
Source: the OMol25 dataset
Level of theory: wB97M-V/def2-TZVPD

As for the orbital gap (spin up / spin down): 8.00 / 8.00 eV. For the HOMO energy (spin up / spin down), the calculation gives -0.3253 / -0.3252 hartree.

Last column: Löwdin charge in e.
Positions of all 6 atoms, in Å:
C  -0.06  -0.01  -0.28  -0.10
S  -2.46  -0.40  -0.70  0.02
Br  -2.27  -2.29  -1.65  0.09
H  0.28  0.91  0.19  0.01
H  0.20  0.00  -1.32  -0.02
H  0.39  -0.88  0.16  0.00



two:
Formula: CH3BrS
Source: the OMol25 dataset
Level of theory: wB97M-V/def2-TZVPD

As for the orbital gap: 10.02 eV. Its structure (SMILES) is SCBr. For the HOMO energy, the calculation gives -0.3507 hartree.

Last column: Löwdin charge in e.
Positions of all 6 atoms, in Å:
S  1.35  0.55  0.23  0.57
C  -0.25  -0.17  -0.33  -0.97
Br  -0.56  -2.02  0.43  0.46
H  0.71  1.35  1.19  -0.10
H  -1.01  0.58  -0.04  0.01
H  -0.24  -0.28  -1.48  0.04



In terms of stability, two leads; the second structure lies 35.8 kcal/mol higher.



one:
Formula: C6H11N2O2
Source: the OMol25 dataset
Level of theory: wB97M-V/def2-TZVPD

As for the orbital gap: 8.92 eV. Its structure (SMILES) is CC1=CC(C)(C)/[N+](=N/O)O1. For the HOMO energy, the calculation gives -0.5039 hartree. Its total charge is +1.

Last column: Löwdin charge in e.
Positions of all 21 atoms, in Å:
C  -1.34  -2.71  0.03  0.02
C  -0.69  -1.32  0.08  -0.20
C  -1.18  -0.08  0.10  0.07
C  -0.01  0.85  0.05  -0.46
C  -0.10  1.76  -1.23  0.01
C  0.05  1.85  1.18  0.01
N  1.10  -0.07  0.04  -0.04
N  2.28  0.25  -0.07  0.13
O  3.27  -0.56  -0.02  0.15
O  0.70  -1.33  0.06  0.11
H  -2.05  -2.78  -0.75  0.06
H  -2.16  -2.95  0.87  0.15
H  -0.61  -3.54  -0.10  0.09
H  -2.15  0.18  -0.01  0.12
H  0.15  1.15  -2.20  0.14
H  0.53  2.61  -1.26  0.08
H  -1.10  2.11  -1.30  0.08
H  -0.48  2.71  0.83  0.09
H  1.14  2.03  1.44  0.13
H  -0.46  1.32  2.00  0.11
H  3.11  -1.49  0.27  0.17



two:
Formula: C6H11N2O2
Source: the OMol25 dataset
Level of theory: wB97M-V/def2-TZVPD

As for the orbital gap (spin up / spin down): 8.23 / 9.09 eV. For the HOMO energy (spin up / spin down), the calculation gives -0.5269 / -0.5232 hartree. Its total charge is +1.

Last column: Löwdin charge in e.
Positions of all 21 atoms, in Å:
C  0.10  0.11  -0.42  0.07
C  1.54  2.07  -0.22  -0.44
C  -1.92  -0.54  0.50  -0.01
C  -1.78  -0.91  -1.92  0.02
C  2.27  -0.48  2.00  -0.06
C  -0.87  -0.88  -0.61  -0.27
N  0.51  1.19  -0.88  0.21
N  1.49  0.61  1.59  0.07
O  1.76  3.18  -0.57  0.22
O  2.13  1.52  0.81  0.07
H  -2.38  0.41  0.41  0.10
H  -1.39  -0.48  1.39  0.07
H  -2.75  -1.10  0.47  0.06
H  -1.89  0.01  -2.33  0.06
H  -2.71  -1.25  -1.78  0.05
H  -1.35  -1.41  -2.70  0.07
H  1.80  -1.31  1.72  0.04
H  2.43  -0.26  3.05  0.12
H  3.25  -0.49  1.40  0.14
H  -0.41  -1.81  -0.24  0.17
H  0.19  1.84  -1.67  0.24



In terms of stability, one leads; the second structure lies 34.0 kcal/mol higher.